89
Properties=species:S:1:pos:R:3:forces:R:3:lowdin_charge:R:1 method="wB97M-V/def2-TZVPD" e_homo_ev="-0.395 / -2.610" total_charge=-2 gap_ev="4.23 / 6.44" spin_multiplicity=2
Cs -0.60619 0.63405 0.85621 -0.063 -0.012 -0.014 0.854
N -0.30514 -4.44606 3.30681 0.003 0.007 0.021 0.008
C -0.11848 -3.19638 2.73386 0.275 -0.024 -0.016 -0.964
S -1.52227 -2.26051 2.48380 0.010 -0.005 0.001 0.359
N 1.16392 -2.98102 2.46368 -0.241 0.142 -0.082 -0.051
N 1.44916 -1.77497 1.90540 0.047 -0.121 0.115 0.035
C 2.67911 -1.60258 1.56095 -0.040 0.041 -0.010 -0.227
C 3.74767 -2.64056 1.64479 -0.037 0.030 -0.046 -0.177
C 4.99004 -2.31851 2.18599 0.002 -0.006 0.017 -0.039
C 6.01117 -3.25716 2.24503 0.002 0.000 -0.006 -0.100
C 5.80742 -4.53520 1.74632 0.000 0.006 -0.006 -0.116
C 4.57454 -4.86485 1.19575 -0.004 -0.006 0.000 -0.097
C 3.55204 -3.93057 1.15147 0.057 0.008 0.014 -0.047
C 3.07310 -0.26446 1.03674 -0.066 -0.059 0.083 -0.254
C 4.02562 -0.15293 0.02325 0.038 -0.066 0.009 -0.022
C 4.33647 1.09566 -0.47857 0.047 -0.022 -0.046 -0.057
C 3.70724 2.20750 0.05174 -0.056 0.078 0.053 -0.070
C 2.77971 2.00886 1.06252 0.086 -0.004 -0.030 -0.158
N 2.47069 0.81169 1.55641 -0.061 0.040 -0.045 0.050
H -1.16601 -4.53561 3.81874 0.003 0.001 -0.012 0.042
H 0.52620 -4.82239 3.73776 -0.013 -0.011 -0.004 0.067
H 5.15605 -1.31676 2.56434 -0.001 0.010 -0.001 0.116
H 6.96801 -2.98569 2.67522 0.001 -0.001 0.000 0.091
H 6.60444 -5.26838 1.78026 0.001 -0.006 0.003 0.088
H 4.40722 -5.85825 0.79681 0.001 -0.003 -0.001 0.096
H 2.59032 -4.19034 0.73685 -0.049 -0.015 -0.027 0.111
H 4.48227 -1.04270 -0.38769 0.002 0.019 0.008 0.105
H 5.03874 1.19781 -1.29633 0.002 -0.007 -0.003 0.108
H 3.89655 3.19889 -0.33319 -0.011 0.016 0.009 0.095
H 2.24823 2.85254 1.49350 -0.003 0.002 0.003 0.112
C -3.84426 -3.51758 -2.25357 0.006 0.023 -0.018 -0.105
C -2.47744 -3.53158 -1.90073 -0.035 -0.025 0.009 -0.088
C -1.74408 -2.38026 -1.94616 -0.030 -0.031 0.019 -0.065
C -2.32392 -1.14407 -2.33685 -0.102 0.022 0.143 -0.217
C -1.55686 0.06005 -2.38037 0.478 -0.071 -0.238 -0.250
C -2.19699 1.22343 -2.70603 -0.318 0.081 -0.052 -0.132
C -3.58422 1.25392 -3.00743 0.001 -0.166 0.038 -0.080
C -4.32045 0.10167 -3.00347 0.134 0.037 -0.007 -0.058
C -3.70509 -1.13412 -2.66384 -0.108 0.107 0.015 -0.175
C -4.44176 -2.34519 -2.62239 0.053 0.031 -0.001 -0.059
H -4.42045 -4.43515 -2.21608 0.001 0.004 0.005 0.088
H -2.01422 -4.45316 -1.57005 -0.006 -0.003 -0.007 0.097
H -0.69814 -2.38712 -1.66078 -0.011 0.010 -0.003 0.079
H -1.66209 2.16525 -2.76473 0.032 -0.012 -0.011 0.083
H -4.04889 2.20316 -3.25169 -0.040 -0.013 -0.004 0.095
H -5.37770 0.11011 -3.25095 0.021 0.011 0.014 0.097
H -5.49568 -2.31963 -2.87947 -0.017 -0.005 0.002 0.098
C 4.55818 -3.17124 -3.72726 0.007 -0.015 0.053 -0.124
C 3.96511 -3.05342 -2.47607 -0.025 -0.007 -0.010 -0.106
C 2.85505 -2.23206 -2.31133 0.035 -0.033 -0.097 -0.140
C 2.31726 -1.49284 -3.36618 0.058 -0.064 0.067 -0.283
C 2.92442 -1.63872 -4.61551 -0.001 -0.037 -0.026 -0.136
C 4.02954 -2.46389 -4.79841 -0.013 0.038 -0.057 -0.117
Ge 0.63924 -0.32626 -2.97535 -0.101 0.113 0.116 1.012
C -0.04584 -0.34916 -4.86069 0.013 -0.153 0.006 -0.291
C -0.17190 0.78767 -5.65525 -0.012 0.071 0.007 -0.104
C -0.70140 0.72254 -6.94008 0.003 0.006 -0.007 -0.111
C -1.12056 -0.49311 -7.46155 0.006 -0.012 -0.012 -0.129
C -1.00398 -1.64108 -6.68710 0.007 0.006 -0.001 -0.109
C -0.47091 -1.56302 -5.40765 -0.003 0.006 -0.001 -0.118
C 1.49762 1.46900 -2.87393 0.075 0.041 -0.060 -0.287
C 2.69959 1.71281 -3.55012 -0.019 -0.020 0.001 -0.120
C 3.30672 2.96189 -3.52721 0.003 -0.025 -0.008 -0.115
C 2.72365 4.01071 -2.82575 -0.007 0.055 0.020 -0.126
C 1.53976 3.79257 -2.13599 0.000 -0.095 -0.019 -0.087
C 0.94786 2.53302 -2.15959 -0.115 0.053 -0.008 -0.132
H 5.41955 -3.81502 -3.86702 0.002 0.001 0.004 0.085
H 4.35961 -3.60431 -1.62858 0.015 -0.006 0.001 0.083
H 2.38664 -2.16354 -1.33344 -0.023 0.004 0.061 0.074
H 2.52811 -1.09753 -5.46986 -0.016 -0.001 -0.011 0.092
H 4.48095 -2.55174 -5.78218 -0.003 -0.006 0.008 0.086
H 0.13948 1.75021 -5.26094 0.010 -0.003 -0.001 0.096
H -0.79201 1.62681 -7.53281 0.002 -0.004 0.003 0.088
H -1.53928 -0.54561 -8.46055 0.001 -0.002 0.004 0.083
H -1.33284 -2.59775 -7.07916 0.000 0.011 0.003 0.089
H -0.39114 -2.47005 -4.81503 0.006 0.005 -0.007 0.099
H 3.16771 0.90965 -4.11090 -0.001 0.058 0.028 0.083
H 4.23543 3.11934 -4.06673 -0.003 -0.001 -0.002 0.090
H 3.19167 4.98934 -2.81550 -0.003 -0.004 0.001 0.090
H 1.05956 4.58469 -1.57505 -0.001 0.027 0.031 0.102
H 0.01730 2.41338 -1.61949 0.061 -0.014 0.013 0.028
F -4.00757 3.44475 0.89320 0.030 0.042 -0.005 0.112
C -3.34944 4.60768 1.01918 -0.092 -0.012 -0.039 -0.660
F -3.84198 5.22928 2.10570 0.029 -0.004 -0.004 0.104
F -3.66254 5.36573 -0.04589 0.011 -0.029 0.028 0.107
S -1.53119 4.34280 1.15082 0.149 -0.243 -0.238 0.421
O -1.01200 5.68395 1.27619 -0.017 -0.051 -0.006 -0.317
O -1.22351 3.65569 -0.09802 -0.075 0.242 0.304 -0.398
O -1.41564 3.49760 2.32478 0.018 0.032 -0.036 -0.380


85
Properties=species:S:1:pos:R:3:forces:R:3:lowdin_charge:R:1 method="wB97M-V/def2-TZVPD" e_homo_ev="-10.461 / -10.508" total_charge=+1 gap_ev="7.41 / 7.51" spin_multiplicity=3
V 1.43248 0.72185 -1.31991 0.756 -0.459 -0.397 0.711
N 1.10000 4.80166 -2.48086 0.090 0.021 -0.052 0.095
C 1.27589 3.46533 -2.41178 -0.209 0.006 0.021 -0.831
S 2.28974 2.87241 -1.09604 -0.062 -0.191 0.091 0.707
N 0.71476 2.71454 -3.31577 -0.066 0.218 -0.167 0.025
N 1.09134 1.39612 -3.18653 0.019 -0.222 0.332 -0.138
C 1.18222 0.67246 -4.24424 -0.137 0.088 0.057 -0.023
C 1.81987 -0.61820 -4.25158 0.115 -0.133 0.057 -0.134
C 1.77661 -1.38361 -5.42879 -0.044 0.066 0.005 -0.031
C 2.50766 -2.53839 -5.56352 0.031 -0.051 0.003 -0.077
C 3.34391 -2.93915 -4.51836 -0.036 0.021 -0.035 -0.063
C 3.41846 -2.20306 -3.35691 -0.082 -0.016 0.095 -0.010
C 2.64237 -1.04785 -3.18324 0.063 -0.161 -0.318 -0.311
O 2.74334 -0.39979 -2.02961 -0.392 0.388 0.346 -0.192
H 1.20512 5.32961 -1.63194 -0.026 -0.011 -0.002 0.091
H 0.42913 5.13593 -3.15378 0.007 0.003 0.002 0.108
H 0.83005 1.09128 -5.18438 0.082 0.082 0.007 0.144
H 1.15724 -1.03627 -6.24726 -0.001 0.007 0.003 0.118
H 2.45617 -3.11600 -6.47551 -0.001 0.002 -0.001 0.107
H 3.94829 -3.83073 -4.62425 0.002 -0.001 0.001 0.110
H 4.07376 -2.49751 -2.54708 0.004 0.005 -0.001 0.120
C 0.90983 -6.96081 1.47625 0.003 0.006 -0.003 -0.037
C 0.60933 -5.51936 1.18064 -0.006 -0.006 0.022 -0.249
C -0.21078 -4.77064 2.02290 0.016 -0.020 -0.022 -0.021
C -0.48454 -3.44123 1.74993 0.005 0.043 0.012 -0.062
C 0.08972 -2.85793 0.62986 0.036 0.063 0.083 -0.377
C 0.90050 -3.57687 -0.23528 -0.017 0.012 -0.068 -0.053
C 1.15108 -4.90760 0.04954 -0.006 0.010 0.003 -0.012
S -0.27689 -1.15495 0.32420 0.181 -0.394 -0.079 1.117
O 0.18763 -0.92669 -1.12873 -0.369 0.565 -0.056 -0.545
C 1.02098 -0.28483 1.16997 -0.073 0.035 0.307 -0.346
C 2.36872 -0.65866 0.92880 -0.031 0.126 -0.091 -0.077
C 3.36485 0.12056 1.43955 0.005 0.039 -0.036 0.015
C 3.06821 1.28691 2.18961 -0.034 0.012 0.011 -0.150
C 4.09998 2.11626 2.68385 0.020 0.029 0.013 -0.012
C 3.80034 3.25371 3.37723 0.038 -0.033 -0.016 -0.042
C 2.45752 3.61706 3.60799 -0.055 -0.005 -0.004 -0.037
C 1.43727 2.83414 3.14979 0.004 0.043 0.038 0.012
C 1.71729 1.64639 2.43343 0.020 -0.044 -0.049 -0.111
C 0.67735 0.82047 1.91818 0.001 0.003 -0.103 -0.168
C -0.74938 1.14510 2.21089 -0.024 -0.022 0.041 -0.168
C -1.26073 0.80882 3.50194 -0.084 0.013 -0.017 -0.103
C -0.48154 0.12404 4.46792 0.019 -0.016 0.033 -0.010
C -1.00776 -0.19047 5.68886 0.028 -0.002 -0.025 -0.055
C -2.33387 0.16494 6.00938 -0.032 0.015 -0.001 -0.057
C -3.10844 0.82179 5.09703 -0.013 -0.014 0.022 -0.018
C -2.59651 1.15602 3.82182 0.069 -0.011 -0.004 -0.142
C -3.39304 1.83108 2.86215 0.008 0.003 -0.009 0.007
C -2.89966 2.12053 1.62931 -0.040 0.033 -0.048 -0.037
C -1.57496 1.75478 1.30053 0.082 0.003 -0.012 -0.290
S -0.91948 2.22437 -0.29980 0.066 -0.131 -0.102 0.929
O -0.74590 3.68797 -0.30757 -0.022 0.101 0.047 -0.452
C -2.32033 1.84520 -1.33641 0.022 -0.106 0.009 -0.374
C -2.68764 2.79315 -2.27253 0.050 0.049 0.020 -0.055
C -3.71897 2.50518 -3.15572 -0.027 -0.043 -0.005 -0.017
C -4.37701 1.28108 -3.11753 0.004 0.040 -0.020 -0.258
C -5.48915 0.96371 -4.07682 0.002 0.001 0.008 -0.041
C -3.98464 0.34137 -2.16215 0.021 -0.002 0.020 -0.023
C -2.96104 0.61279 -1.27440 -0.011 0.007 -0.009 -0.077
H 0.26735 -7.34844 2.26427 -0.002 -0.002 0.000 0.080
H 1.94618 -7.07503 1.79886 0.000 -0.002 0.002 0.092
H 0.77520 -7.57622 0.58691 -0.001 -0.005 0.002 0.088
H -0.65273 -5.23860 2.89308 0.002 -0.003 0.003 0.120
H -1.13677 -2.86776 2.39947 -0.001 -0.001 0.006 0.116
H 1.29553 -3.10327 -1.12626 0.023 -0.022 0.000 0.110
H 1.77196 -5.48775 -0.62194 0.004 0.004 -0.008 0.125
H 2.58558 -1.52947 0.32622 0.044 -0.032 0.067 0.115
H 4.40109 -0.13985 1.26476 0.000 0.000 -0.011 0.135
H 5.12875 1.83775 2.49446 0.004 0.006 0.001 0.123
H 4.59446 3.88743 3.74823 0.008 -0.002 -0.003 0.115
H 2.23716 4.52770 4.14824 -0.004 0.002 0.001 0.115
H 0.40845 3.12260 3.31925 0.000 0.004 0.002 0.129
H 0.53989 -0.15043 4.23694 -0.001 0.003 0.001 0.120
H -0.40332 -0.71281 6.41832 0.005 0.000 0.000 0.111
H -2.73409 -0.08536 6.98260 -0.004 0.000 0.001 0.112
H -4.12835 1.09683 5.33461 -0.003 -0.003 0.007 0.120
H -4.40578 2.10809 3.12626 -0.005 0.005 -0.006 0.125
H -3.50458 2.62936 0.89044 -0.013 0.001 0.012 0.127
H -2.17067 3.74305 -2.29804 -0.003 0.002 -0.005 0.109
H -4.01516 3.24693 -3.88668 0.000 0.003 -0.003 0.119
H -5.70930 1.81090 -4.72337 0.000 0.001 -0.002 0.078
H -6.40076 0.69864 -3.53997 -0.003 -0.001 -0.002 0.087
H -5.22331 0.11435 -4.70782 -0.004 -0.001 -0.004 0.088
H -4.49632 -0.61218 -2.11178 0.000 -0.005 0.003 0.122
H -2.68718 -0.11445 -0.52037 -0.019 -0.015 -0.021 0.088


Maximum force? In order: 0.54 0.97 eV Å⁻¹.
Energy relative to the best compared isomer or geometry (same formula, charge and spin)? In order: 0.0 74.0 kJ/mol.